No. 1
A structure of composition C20H54NO21S7Si in a non-equilibrium geometry, computed with the ωB97M-V functional and the def2-TZVPD basis.

Each line ends with the Mulliken charge.
CARTESIAN COORDINATES (ANGSTROEM)
C: 6.380 0.554 1.626  -1.17
Si: 6.207 1.204 -0.153  0.75
C: 6.613 -0.206 -1.362  -1.12
C: 7.579 2.527 -0.392  -1.00
O: 4.740 2.011 -0.481  -0.21
C: 3.590 1.181 -0.237  -0.34
C: 2.442 2.159 0.145  -0.73
S: 0.780 1.406 0.262  1.04
O: -0.135 2.339 -0.489  -0.71
O: 0.318 1.454 1.694  -0.76
N: 0.630 -0.081 -0.468  -0.28
S: 1.460 -1.336 0.247  0.92
O: 2.540 -1.766 -0.692  -0.68
O: 0.540 -2.503 0.404  -0.56
O: 2.163 -1.073 1.697  -0.52
H: 7.360 0.852 2.052  0.37
H: 5.608 0.931 2.323  0.30
H: 6.330 -0.555 1.617  0.32
H: 7.709 -0.161 -1.543  0.33
H: 6.113 -0.082 -2.343  0.29
H: 6.410 -1.219 -0.973  0.34
H: 8.527 2.047 -0.691  0.33
H: 7.190 3.208 -1.177  0.14
H: 7.728 3.076 0.558  0.28
H: 3.396 0.576 -1.136  0.31
H: 3.793 0.550 0.656  0.25
H: 2.395 2.923 -0.654  0.24
H: 2.692 2.653 1.098  0.28
H: 2.008 -0.187 2.060  0.41
O: -1.543 6.466 -2.562  -0.70
S: -1.481 5.106 -3.029  1.26
O: -0.342 4.627 -3.763  -0.60
O: -2.811 4.804 -3.895  -0.24
C: -3.133 5.695 -4.964  -0.41
C: -2.281 5.440 -6.193  -0.97
C: -1.815 4.006 -1.691  -0.86
H: -3.050 6.734 -4.634  0.33
H: -4.182 5.517 -5.207  0.26
H: -1.238 5.701 -6.009  0.28
H: -2.636 6.036 -7.036  0.39
H: -2.307 4.385 -6.468  0.25
H: -2.711 4.348 -1.175  0.40
H: -0.964 4.033 -1.022  0.41
H: -1.947 3.002 -2.083  0.27
O: -6.091 -0.493 0.964  -0.66
S: -5.552 -0.519 -0.369  1.18
O: -5.198 -1.754 -1.009  -0.62
O: -4.315 0.497 -0.454  -0.17
C: -3.242 0.359 0.502  -0.44
C: -2.307 -0.782 0.156  -0.53
C: -6.633 0.380 -1.441  -0.94
H: -3.646 0.248 1.511  0.33
H: -2.687 1.297 0.477  0.12
H: -2.805 -1.747 0.265  0.38
H: -1.438 -0.771 0.807  0.15
H: -1.971 -0.705 -0.877  0.24
H: -6.865 1.339 -0.983  0.30
H: -7.540 -0.208 -1.564  0.37
H: -6.141 0.515 -2.401  0.30
O: -0.835 -7.178 4.237  -0.59
S: -0.738 -7.647 2.882  1.15
O: 0.514 -7.667 2.182  -0.59
O: -1.832 -6.887 1.987  -0.29
C: -1.853 -5.444 1.997  -0.33
C: -0.764 -4.836 1.135  -0.72
C: -1.463 -9.257 2.784  -0.92
H: -1.796 -5.073 3.024  0.33
H: -2.828 -5.154 1.603  0.30
H: 0.223 -5.025 1.555  0.33
H: -0.896 -3.764 1.059  0.19
H: -0.779 -5.269 0.134  0.26
H: -2.437 -9.235 3.268  0.28
H: -0.800 -9.949 3.299  0.37
H: -1.555 -9.536 1.737  0.32
O: 6.936 5.630 -2.793  -0.55
S: 6.448 6.829 -3.415  1.16
O: 6.822 8.128 -2.931  -0.62
O: 4.847 6.747 -3.517  -0.27
C: 4.102 6.473 -2.320  -0.13
C: 3.975 7.700 -1.436  -1.08
C: 6.778 6.755 -5.149  -0.96
H: 4.548 5.637 -1.775  0.19
H: 3.111 6.155 -2.643  0.27
H: 4.942 7.987 -1.020  0.32
H: 3.294 7.505 -0.608  0.40
H: 3.603 8.551 -2.010  0.27
H: 6.447 5.791 -5.529  0.31
H: 7.851 6.867 -5.286  0.37
H: 6.251 7.570 -5.641  0.33
O: -7.455 -6.799 6.133  -0.64
S: -6.884 -6.886 4.817  1.19
O: -6.543 -8.154 4.234  -0.61
O: -5.609 -5.914 4.737  -0.19
C: -4.580 -6.057 5.727  -0.56
C: -3.680 -7.244 5.444  -0.78
C: -7.904 -5.994 3.682  -0.93
H: -5.017 -6.120 6.727  0.36
H: -3.991 -5.140 5.691  0.29
H: -4.221 -8.184 5.567  0.36
H: -2.829 -7.252 6.124  0.45
H: -3.314 -7.213 4.419  0.06
H: -8.119 -5.014 4.100  0.31
H: -8.824 -6.560 3.552  0.37
H: -7.380 -5.908 2.733  0.32

The calculation puts the HOMO energy at -6.707 eV. As for the charge: -1. The lowest unoccupied orbital energy comes out at 2.0 eV.

***

No. 2
An isolated molecule of C3H2N4O in a non-equilibrium geometry, computed with the ωB97M-V functional and the def2-TZVPD basis.

Each line ends with the natural charge from an NBO analysis.
CARTESIAN COORDINATES (ANGSTROEM)
O: 1.340 -0.754 -1.790  -0.48
C: 0.868 -0.263 -0.864  0.61
C: 0.248 -1.300 0.035  0.04
N: -0.865 -1.164 0.458  -0.18
N: -1.617 -0.236 0.082  0.07
N: -1.455 1.093 0.364  -0.27
C: -0.085 1.491 0.470  0.28
N: 0.882 0.922 -0.212  -0.48
H: 0.664 -2.149 0.466  0.21
H: 0.019 2.362 0.991  0.19

The structure (SMILES) is O=c1cnnncn1. The calculation puts the HOMO energy at -10.055 eV. As for the charge: 0. The lowest unoccupied orbital energy comes out at -1.6 eV.

***

No. 3
A cluster of 4 separate species, C5H11NO in total, computed with the ωB97M-V functional and the def2-TZVPD basis.

Each line ends with the natural charge from an NBO analysis.
CARTESIAN COORDINATES (ANGSTROEM)
C: -1.861 -0.579 -0.599  -0.39
C: -1.203 0.613 -0.799  -0.48
C: 0.766 0.590 0.253  0.14
C: 0.396 1.309 1.522  -0.66
N: 1.164 -0.663 0.349  -0.59
C: 1.906 -1.194 -0.715  0.54
O: 2.596 -0.563 -1.484  -0.56
H: -1.971 -1.289 -1.416  0.22
H: -0.832 -1.658 0.083  -0.02
H: -2.591 -0.684 0.201  0.22
H: -0.776 0.814 -1.776  0.22
H: -1.487 1.482 -0.213  0.21
H: 1.136 1.180 -0.586  0.22
H: -0.037 2.292 1.319  0.21
H: -0.311 0.726 2.122  0.22
H: 1.300 1.449 2.125  0.23
H: -0.033 -1.530 0.371  0.16
H: 1.838 -2.296 -0.756  0.12

The calculation puts the HOMO energy at -9.104 eV. As for the charge: 0. The lowest unoccupied orbital energy comes out at 0.3 eV.

***

No. 4
A cluster of 7 separate species, C18H37ClF5N13O12PS2 in total in a non-equilibrium geometry, computed with the ωB97M-V functional and the def2-TZVPD basis.

Each line ends with the Mulliken charge.
CARTESIAN COORDINATES (ANGSTROEM)
O: 4.418 -0.003 3.910  -0.69
P: 3.544 0.915 3.010  0.45
N: 2.326 -0.048 2.086  0.20
C: 1.319 -0.740 2.898  0.02
Cl: 1.386 -0.511 4.716  -0.05
C: 0.211 -1.651 2.260  -0.01
C: -0.795 -2.387 3.251  -0.93
C: -2.219 -1.662 3.445  -0.49
C: -2.230 -0.088 3.147  -0.65
S: -3.076 0.324 1.519  1.00
O: -2.095 0.752 0.464  -0.47
O: -3.936 -0.794 1.006  -0.63
O: -4.133 1.612 1.852  -0.43
C: 0.218 -1.736 0.711  0.31
S: -1.038 -2.747 -0.194  1.29
O: -1.624 -1.852 -1.267  -0.54
O: -0.346 -3.874 -0.923  -0.54
F: -2.303 -3.274 0.762  -0.06
C: 1.298 -0.992 -0.113  0.15
F: 1.317 -1.069 -1.511  -0.29
C: 2.381 -0.147 0.645  0.30
C: 3.486 0.576 -0.273  -0.78
C: 2.814 1.958 -0.771  0.25
C: 3.033 3.057 0.368  0.25
F: 4.304 3.687 0.485  -0.35
C: 2.003 3.402 1.290  0.13
F: 0.671 2.946 1.172  -0.14
F: 2.321 4.224 2.397  -0.25
H: 4.473 1.570 2.115  0.03
H: 2.885 1.944 3.760  0.18
H: -0.985 -3.440 2.815  0.32
H: -0.348 -2.570 4.298  0.48
H: -3.009 -2.263 2.876  0.30
H: -2.494 -1.779 4.562  0.38
H: -1.225 0.439 3.247  0.23
H: -2.915 0.389 3.948  0.51
H: -4.879 1.567 1.193  0.37
H: 3.623 -0.090 -1.208  0.33
H: 4.504 0.684 0.228  0.52
H: 1.677 1.766 -0.825  0.25
H: 3.173 2.271 -1.801  0.11
C: -6.855 4.409 3.920  0.60
O: -7.435 4.865 4.891  -0.64
N: -6.498 5.171 2.856  -0.34
N: -6.516 3.098 3.819  -0.28
H: -6.020 4.815 2.048  0.15
H: -6.732 6.149 2.893  0.21
H: -6.765 2.500 4.590  0.18
H: -6.039 2.702 3.030  0.15
C: 7.724 0.780 3.046  0.67
O: 7.012 0.668 2.055  -0.60
N: 9.064 0.588 3.006  -0.44
N: 7.236 1.105 4.267  -0.29
H: 9.666 0.675 3.804  0.15
H: 9.466 0.344 2.115  0.22
H: 6.243 1.254 4.340  0.13
H: 7.805 1.201 5.088  0.18
C: 0.716 2.971 -3.895  0.51
O: 1.263 2.440 -2.936  -0.55
N: 0.488 4.304 -3.960  -0.39
N: 0.291 2.270 -4.974  -0.41
H: 0.042 4.758 -4.736  0.16
H: 0.790 4.860 -3.176  0.21
H: 0.442 1.274 -4.963  0.22
H: -0.159 2.686 -5.769  0.16
C: -5.152 -5.867 -0.197  0.57
O: -5.528 -6.257 0.900  -0.69
N: -5.654 -6.348 -1.357  -0.28
N: -4.196 -4.915 -0.346  -0.13
H: -5.355 -6.037 -2.267  0.24
H: -6.366 -7.056 -1.291  0.20
H: -3.799 -4.533 0.492  0.03
H: -3.873 -4.581 -1.236  0.13
C: 5.352 1.740 -3.698  0.64
O: 4.751 1.369 -2.696  -0.59
N: 6.496 2.461 -3.638  -0.42
N: 4.923 1.460 -4.951  -0.40
H: 7.003 2.774 -4.445  0.16
H: 6.847 2.689 -2.721  0.22
H: 4.074 0.925 -5.037  0.22
H: 5.400 1.754 -5.784  0.17
C: -4.898 -4.645 -5.115  0.65
O: -5.278 -5.036 -4.020  -0.69
N: -5.399 -5.127 -6.277  -0.41
N: -3.941 -3.696 -5.261  -0.35
H: -5.101 -4.820 -7.185  0.16
H: -6.113 -5.835 -6.210  0.23
H: -3.543 -3.312 -4.418  0.17
H: -3.615 -3.362 -6.149  0.17

The calculation puts the HOMO energy at -10.513 eV. As for the charge: +1. The lowest unoccupied orbital energy comes out at -5.5 eV.

***

No. 5
An isolated molecule of C5H10O2, computed with the ωB97M-V functional and the def2-TZVPD basis.

Each line ends with the natural charge from an NBO analysis.
CARTESIAN COORDINATES (ANGSTROEM)
O: 1.919 0.239 1.070  -0.73
C: 1.872 -0.565 -0.099  -0.06
C: 0.415 -0.881 -0.410  -0.42
C: -0.495 0.342 -0.393  -0.26
C: -1.993 0.080 -0.632  -0.05
O: -2.359 0.696 0.606  -0.54
C: -0.981 0.890 0.963  -0.05
H: 2.734 0.754 1.060  0.47
H: 2.434 -1.501 0.050  0.16
H: 2.334 -0.047 -0.954  0.16
H: 0.038 -1.612 0.318  0.21
H: 0.360 -1.361 -1.400  0.21
H: -0.098 1.135 -1.038  0.20
H: -2.267 -0.986 -0.655  0.16
H: -2.452 0.582 -1.492  0.17
H: -0.765 1.945 1.169  0.18
H: -0.695 0.290 1.836  0.18

The structure (SMILES) is OCCC1COC1. The calculation puts the HOMO energy at -9.379 eV. As for the charge: 0. The lowest unoccupied orbital energy comes out at 0.8 eV.

***

Which formula does entry 5 have?
C5H10O2

***

What is the HOMO energy in the fourth record?
-10.513 eV

***

Look up the charge of the third one.
0